The following is a quantum chemistry calculation of a cluster of 12 separate species, C37H87BrCl3N3O14PS11 in total in a non-equilibrium geometry, from the Open Molecules 2025 dataset.

**DFT total energy**: -308990.2661 eV
**Charge**: +1
**Spin multiplicity**: 1
**Gap between HOMO and LUMO**: 6.853 eV

Structure (XYZ):
```
157
Properties=species:S:1:pos:R:3:forces:R:3
C 4.371162 -2.593733 -0.907656 0.25 0.35 0.11
C 4.067730 -1.122717 -0.783825 0.08 -0.44 0.24
C 5.036032 -0.336350 -0.165849 0.25 -0.09 0.10
C 4.893922 1.021814 0.002855 0.15 -0.42 0.12
C 3.739048 1.620765 -0.448287 0.20 0.41 0.06
C 2.781960 0.861319 -1.070254 -0.36 0.20 -0.21
C 2.911148 -0.512515 -1.246391 0.26 0.35 -0.37
C 1.806637 -1.279254 -1.923673 0.03 0.16 0.40
C 0.671841 -1.650689 -0.943826 0.79 0.36 0.39
N 1.030343 -1.303580 0.456973 -0.87 -0.85 -0.96
C 0.033255 -1.451581 1.300699 0.01 0.40 1.93
N 0.184175 -1.028599 2.569994 0.47 -0.52 -0.91
N -1.175442 -2.022560 0.939702 -0.65 -0.29 -0.77
Br -1.301574 -3.771593 1.559471 0.02 0.01 0.33
C -1.783844 -1.631177 -0.355258 0.21 0.60 0.23
C -2.907611 -0.631074 0.028778 -1.10 -0.78 -0.37
Cl -3.998055 -1.407550 1.224665 0.00 0.16 0.17
C -3.719399 -0.041145 -1.172426 0.62 0.73 0.78
C -4.048741 1.428882 -0.925985 -0.20 -0.05 0.14
Cl -5.242219 -0.881961 -1.542271 0.02 -0.29 -0.27
P -2.325898 -3.049864 -1.417610 0.90 -0.83 -0.30
O -1.202781 -3.948793 -1.684683 0.22 -0.16 0.29
O -2.820324 -2.347637 -2.748116 -0.35 0.31 0.17
O -3.587381 -3.745409 -0.793866 -0.22 0.03 -0.05
C -0.655376 -0.965064 -1.215331 -0.12 -0.70 -0.37
Cl -0.533953 0.786501 -0.995342 -0.12 0.33 0.02
H 3.626455 -3.151178 -1.454197 -0.16 -0.26 -0.04
H 5.309530 -2.668579 -1.436907 0.14 -0.21 -0.27
H 4.550239 -3.048895 0.061985 -0.25 -0.10 0.27
H 5.936049 -0.818713 0.180503 0.18 -0.12 0.05
H 5.680519 1.579709 0.481135 0.11 0.18 0.11
H 3.596697 2.681065 -0.340415 -0.16 0.21 -0.05
H 1.911303 1.380883 -1.425723 -0.13 0.03 -0.18
H 1.411583 -0.725026 -2.770314 -0.14 0.23 0.00
H 2.198280 -2.197432 -2.327933 0.06 -0.28 -0.21
H 0.540374 -2.727275 -0.988896 -0.39 -0.14 -0.04
H 1.872720 -1.736757 0.820740 0.55 1.05 0.03
H -0.029645 -1.623416 3.371088 -0.82 0.01 0.45
H 0.408513 -0.056138 2.724151 0.64 0.01 -0.17
H -2.482297 0.174344 0.602779 0.39 0.27 -0.06
H -3.077805 -0.096599 -2.037960 -0.06 -0.24 -0.36
H -5.037701 1.515171 -0.491760 -0.15 0.09 0.12
H -3.346273 1.889190 -0.242704 0.23 0.06 0.06
H -4.029361 1.989910 -1.850405 -0.10 0.07 -0.26
H -2.721624 -2.982330 -3.474153 0.13 0.03 -0.66
H -4.378825 -3.491178 -1.287509 -0.33 0.07 0.25
H -0.853295 -1.137103 -2.264460 -0.22 0.17 -0.20
C -2.997517 3.206071 3.604063 0.06 -0.13 -0.02
S -2.010006 2.924779 2.141348 0.04 -0.08 -0.02
O -0.979999 1.889698 2.486347 -0.02 -0.05 0.09
C -1.186809 4.515214 2.146178 0.17 0.03 -0.05
H -3.569695 2.303435 3.801518 -0.04 -0.08 -0.04
H -2.352221 3.427558 4.451154 0.02 0.06 0.01
H -3.678653 4.035323 3.430561 0.02 0.04 0.02
H -0.654686 4.644447 3.088357 -0.04 -0.03 0.03
H -1.928865 5.301911 2.014883 -0.02 -0.02 0.00
H -0.482328 4.530107 1.316116 0.00 -0.04 -0.02
C 3.666406 4.995079 -3.349966 0.11 -0.01 -0.03
S 2.096219 5.129049 -2.494456 0.04 0.08 -0.05
O 1.981065 3.931408 -1.613854 -0.14 -0.02 0.04
C 1.078329 4.824624 -3.936184 -0.17 -0.05 -0.06
H 4.458282 5.114170 -2.613227 -0.03 0.01 0.04
H 3.742221 4.015038 -3.820209 -0.05 -0.01 0.01
H 3.737193 5.783036 -4.099335 -0.02 -0.01 -0.02
H 1.337732 3.860972 -4.373512 0.06 0.01 0.01
H 1.241390 5.619968 -4.661364 0.05 -0.02 -0.02
H 0.036036 4.819053 -3.621520 0.02 0.02 0.07
C -5.555414 -4.393997 -5.693827 0.01 0.06 -0.09
S -3.894944 -4.854004 -5.182292 -0.32 -0.18 0.25
O -2.938360 -3.857052 -5.748991 0.08 0.16 0.28
C -3.789518 -6.353614 -6.158580 0.12 -0.01 -0.14
H -5.801004 -3.449829 -5.210709 0.03 0.00 0.04
H -5.607409 -4.273991 -6.775486 -0.02 0.00 -0.02
H -6.251972 -5.165239 -5.365270 0.03 -0.01 0.05
H -3.930094 -6.110917 -7.211297 -0.02 0.03 0.00
H -4.551979 -7.054739 -5.821694 -0.01 0.03 0.04
H -2.802148 -6.783670 -6.004920 0.01 0.02 0.03
C -2.041383 -0.283310 5.636233 -0.16 0.03 -0.07
S -0.406160 -0.973486 5.848832 -0.07 0.35 0.49
O -0.352129 -2.193853 4.985426 -0.02 -0.37 -0.17
C -0.629124 -1.528342 7.535206 0.09 -0.19 0.06
H -2.113482 0.083410 4.614554 0.04 0.05 -0.07
H -2.787442 -1.059726 5.806882 0.05 -0.03 0.02
H -2.175315 0.540633 6.335914 0.01 0.04 0.00
H -1.474364 -2.215206 7.587401 -0.02 0.02 -0.07
H -0.802209 -0.663234 8.174921 0.02 0.04 -0.05
H 0.277924 -2.040996 7.856297 0.01 0.00 0.02
C 0.825780 7.207743 -8.020063 0.03 0.08 -0.05
S 0.889415 5.457552 -7.625260 -0.14 0.00 0.01
O 2.254485 5.174426 -7.103895 0.05 0.03 0.02
C 0.831469 4.874848 -9.321376 0.05 -0.02 -0.09
H 0.890373 7.763522 -7.087086 0.00 -0.03 0.03
H 1.666527 7.467829 -8.662701 0.02 -0.04 0.01
H -0.118849 7.432964 -8.514436 -0.01 -0.01 0.02
H 1.670539 5.291181 -9.878162 0.02 0.01 0.03
H -0.114502 5.172177 -9.773171 -0.01 0.00 0.02
H 0.903033 3.789729 -9.302923 0.00 -0.01 0.04
C 3.546728 -1.442016 6.759250 0.06 0.01 -0.03
S 2.786419 -3.050897 7.008522 0.09 0.04 -0.25
O 2.437058 -3.152793 8.451684 -0.07 0.00 0.11
C 4.283499 -4.007784 6.751614 0.09 -0.04 0.03
H 2.782176 -0.683392 6.918281 -0.02 -0.02 -0.01
H 4.356392 -1.304802 7.475694 -0.02 -0.03 0.03
H 3.923394 -1.372809 5.738339 -0.02 0.05 -0.01
H 5.043004 -3.697030 7.468669 -0.03 0.02 0.02
H 4.636230 -3.859451 5.731237 -0.03 0.01 -0.01
H 4.038655 -5.056447 6.905236 -0.04 0.00 0.01
C -3.357561 -4.169724 -10.277109 0.01 0.01 -0.12
S -4.114280 -3.395393 -8.842499 0.14 -0.08 -0.13
O -5.588794 -3.425499 -9.056084 -0.02 0.01 0.02
C -3.553660 -1.732327 -9.215195 0.00 0.11 -0.04
H -3.620009 -5.225491 -10.263544 -0.02 0.00 0.03
H -3.738165 -3.709036 -11.188681 -0.03 0.01 0.02
H -2.274905 -4.061214 -10.215717 0.00 -0.01 0.03
H -3.917627 -1.436732 -10.199205 -0.03 -0.04 0.00
H -2.464924 -1.704452 -9.182399 0.00 -0.02 0.03
H -3.959765 -1.068296 -8.455450 -0.01 -0.03 0.03
C 2.430499 2.532457 4.780434 -0.04 0.08 0.07
S 3.617321 2.208654 3.468225 -0.19 0.00 -0.10
O 4.577309 1.210318 4.005039 0.08 -0.08 0.09
C 4.417110 3.815547 3.542694 0.06 0.07 0.05
H 1.844888 1.627448 4.929838 -0.01 -0.04 -0.03
H 2.960980 2.784814 5.698691 0.05 -0.02 -0.02
H 1.771286 3.347755 4.481920 -0.02 -0.03 -0.02
H 4.801464 3.986851 4.548131 0.00 -0.04 0.01
H 3.699723 4.589105 3.268694 -0.01 -0.02 -0.03
H 5.238979 3.810137 2.829996 -0.01 -0.04 -0.02
C 7.652841 -0.662555 -4.994140 0.07 -0.03 -0.08
S 6.102854 -0.496080 -4.104208 -0.01 0.14 0.07
O 5.997840 -1.668089 -3.194593 0.09 -0.02 -0.22
C 5.035712 -0.832916 -5.508638 -0.03 -0.04 -0.09
H 8.461263 -0.530921 -4.278598 -0.02 0.01 0.04
H 7.713816 -1.654634 -5.441185 -0.04 -0.01 0.03
H 7.714296 0.108923 -5.761526 0.00 0.02 0.01
H 5.271607 -1.814062 -5.920714 0.03 -0.01 0.04
H 5.173017 -0.056940 -6.261554 -0.01 0.02 0.01
H 4.007338 -0.819144 -5.153024 0.01 0.02 0.05
C -0.134985 -6.463663 10.213167 0.05 -0.11 0.03
S -0.945000 -5.198202 9.231562 0.12 0.18 0.01
O -2.399816 -5.273774 9.525338 -0.06 -0.07 -0.06
C -0.678409 -5.995053 7.642810 0.00 -0.09 -0.08
H -0.222379 -6.178770 11.259007 -0.02 0.04 0.00
H -0.625984 -7.422917 10.049022 -0.04 0.03 -0.02
H 0.917336 -6.516604 9.934853 0.00 0.04 0.00
H -1.132372 -6.986199 7.650307 -0.03 0.01 0.04
H 0.392328 -6.063560 7.450516 0.01 0.04 0.01
H -1.147963 -5.379001 6.878261 0.00 0.04 0.02
C -5.140480 7.337455 5.882523 -0.01 0.07 -0.07
S -4.939238 5.695277 6.575969 0.00 0.01 0.14
O -3.929069 4.990245 5.734003 -0.07 0.05 -0.07
C -6.550496 5.076202 6.084668 -0.06 -0.03 -0.06
H -4.214086 7.883352 6.045992 0.02 -0.03 0.03
H -5.341961 7.262096 4.813909 0.00 -0.04 0.00
H -5.958546 7.846072 6.391492 0.00 0.00 0.02
H -6.658138 5.152185 5.002528 0.04 0.02 0.00
H -7.326744 5.651745 6.587750 0.00 0.00 0.02
H -6.613931 4.034189 6.390238 0.03 0.00 0.03
```
Positions in Å, forces in eV/Å.